{
  "formula": "C14H19FN2O3S",
  "method": "ωB97M-V/def2-TZVPD",
  "species": ["C", "O", "C", "O", "C", "C", "C", "S", "C", "N", "C", "O", "N", "C", "C", "C", "C", "C", "F", "C", "C", "H", "H", "H", "H", "H", "H", "H", "H", "H", "H", "H", "H", "H", "H", "H", "H", "H", "H", "H"],
  "positions_angstrom": [[3.808183, -4.398463, -0.171572], [2.542400, -3.755875, -0.274734], [2.558148, -2.435930, -0.410391], [3.557512, -1.763099, -0.449060], [1.154546, -1.859710, -0.549834], [0.603767, -2.212490, -1.940198], [-0.857956, -1.813539, -2.092612], [-1.973073, -2.921899, -1.153206], [-2.615161, -1.784098, 0.107834], [1.212337, -0.426579, -0.365894], [0.696270, 0.143887, 0.772343], [-0.080216, -0.436692, 1.506671], [1.105284, 1.427013, 0.987737], [0.424833, 2.264403, 1.958992], [-0.712488, 3.023850, 1.322952], [-1.903007, 2.362671, 1.039138], [-2.940589, 3.019173, 0.404293], [-2.771817, 4.348017, 0.057758], [-3.779631, 4.997566, -0.561991], [-1.600487, 5.030812, 0.327421], [-0.570407, 4.356557, 0.959610], [4.396443, -4.221856, -1.074133], [4.358201, -4.013107, 0.688839], [3.600155, -5.457968, -0.050573], [0.505534, -2.284261, 0.223348], [0.701804, -3.287768, -2.094446], [1.199694, -1.693916, -2.696270], [-1.026158, -0.799031, -1.737211], [-1.156029, -1.887196, -3.138452], [-3.173175, -0.988882, -0.379869], [-3.279183, -2.369958, 0.734955], [-1.797445, -1.386214, 0.702040], [2.046530, -0.009189, -0.757871], [1.602696, 1.902592, 0.251401], [0.044279, 1.590212, 2.729840], [1.153804, 2.949088, 2.398957], [-2.009887, 1.326123, 1.320957], [-3.870787, 2.520885, 0.181240], [-1.505593, 6.067289, 0.044545], [0.350667, 4.877584, 1.177447]],
  "atomic_forces_ev_per_a": [[0.40, 0.00, 0.00], [-0.36, -0.15, 0.00], [-0.20, 0.35, 0.08], [0.16, -0.08, -0.03], [0.04, -0.11, -0.11], [-0.12, 0.05, 0.22], [-0.20, -0.43, 0.16], [0.06, 0.15, 0.00], [0.21, -0.17, -0.32], [0.10, -0.13, -0.20], [0.26, 0.18, -0.34], [-0.23, -0.18, 0.40], [0.30, 0.15, 0.06], [-0.12, -0.08, 0.00], [0.12, 0.03, 0.12], [0.02, 0.11, 0.01], [-0.08, 0.17, -0.09], [0.15, -0.02, 0.05], [0.06, -0.04, 0.05], [-0.26, 0.04, -0.14], [-0.08, -0.18, 0.07], [-0.03, -0.04, 0.08], [-0.04, -0.05, -0.07], [0.00, 0.06, -0.01], [0.10, 0.03, -0.13], [0.06, 0.01, -0.08], [0.08, -0.03, -0.03], [0.00, 0.10, -0.10], [0.03, 0.14, 0.02], [-0.10, 0.08, 0.07], [-0.10, -0.01, 0.07], [-0.09, 0.04, 0.05], [-0.04, 0.00, 0.12], [-0.07, -0.09, 0.00], [0.13, 0.16, -0.01], [-0.09, -0.06, 0.03], [-0.02, -0.14, 0.03], [-0.11, -0.03, -0.03], [-0.02, 0.10, -0.04], [0.10, 0.06, 0.04]],
  "smiles": "COC(=O)[C@H](CCSC)NC(=O)NCc1ccc(F)cc1",
  "de_lowest_kcal_mol": 11.8,
  "gap_ev": 9.0467,
  "total_energy_ev": -37503.1006,
  "lumo_ev": 0.68
}